47
Properties=species:S:1:pos:R:3:forces:R:3:mulliken_spin:R:1 method="wB97M-V/def2-TZVPD" e_tot_ha=-2681.04237 orbital_gap_ev="6.96 / 7.83" multiplicity=5 fmax_ha_per_bohr=0.0068 charge=0 s2=6.0194
Cr 0.56767 -0.13499 -0.74495 -0.1 -0.1 -0.1 4.038
Cl -1.38710 -1.12665 -7.76944 0.0 0.0 0.1 0.000
C -0.90329 -0.60641 -6.17596 0.0 0.1 0.0 0.004
C -0.90985 0.76943 -5.86740 0.0 0.0 -0.1 0.004
C -0.53800 1.21566 -4.63344 0.0 -0.1 0.1 0.007
C -0.13593 0.31217 -3.60146 0.0 0.2 0.0 -0.023
O 0.20170 0.77697 -2.45792 -0.1 0.1 -0.1 -0.073
C -0.13039 -1.07092 -3.94312 0.1 -0.3 0.1 0.053
C 0.29213 -2.08656 -3.02475 -0.1 0.1 -0.2 0.026
O 0.63473 -1.94134 -1.84795 0.1 0.1 0.2 0.006
C -0.51450 -1.50503 -5.23354 0.0 0.0 0.0 -0.003
H -1.21366 1.47447 -6.63137 0.0 0.0 0.0 0.001
H -0.53650 2.27107 -4.39592 0.0 0.0 0.0 0.001
H 0.30958 -3.11001 -3.43223 0.0 0.0 0.0 0.003
H -0.49444 -2.56364 -5.46615 0.0 0.0 0.0 0.000
C -0.28018 -2.97339 3.90136 0.0 0.0 0.0 0.000
N 0.58105 -2.01861 3.20815 0.0 0.1 0.1 0.002
C 2.00596 -2.27293 3.32880 0.0 0.0 0.0 0.000
C 0.15010 -1.44554 2.03355 -0.2 0.1 0.0 0.036
N 0.87321 -1.25015 1.00044 0.2 -0.2 0.0 -0.077
N -1.17084 -1.00751 2.10669 0.0 0.0 -0.1 0.004
C -2.00415 -0.58419 1.07033 0.1 -0.1 0.3 -0.016
N -3.16907 -0.03381 1.56308 -0.1 0.0 -0.1 0.011
N -1.68075 -0.69376 -0.15561 0.1 0.2 0.0 0.013
H 0.18298 -3.21731 4.85465 0.0 0.0 0.0 0.000
H -0.40951 -3.89769 3.32929 0.0 0.0 0.0 0.000
H -1.26305 -2.56190 4.11326 0.0 0.0 0.0 0.000
H 2.23419 -2.48696 4.37022 0.0 0.0 0.0 0.000
H 2.56676 -1.38535 3.03871 0.0 0.0 0.0 0.001
H 2.33659 -3.12442 2.72099 0.0 0.0 0.0 0.000
H 1.77817 -1.69709 1.07813 0.0 -0.1 0.0 0.015
H -1.43603 -0.69744 3.02591 0.0 0.1 0.0 0.000
H -3.53493 -0.38911 2.43117 0.0 0.0 0.0 0.000
H -3.87868 0.15456 0.87554 0.0 0.0 0.0 0.000
H -2.41835 -0.36163 -0.76850 0.0 0.0 0.0 0.004
N 1.46446 6.02159 3.50930 0.0 0.0 0.0 0.007
C 1.34450 5.09859 2.83308 0.0 -0.2 -0.2 -0.003
C 1.19520 3.93846 1.98450 0.0 0.3 0.2 0.015
C -0.06547 3.56507 1.52785 0.0 -0.1 0.0 0.010
C -0.19426 2.43915 0.72673 0.0 0.0 0.0 0.243
C 0.89330 1.63439 0.34473 0.0 0.1 0.1 -0.284
C 2.14399 2.06046 0.82544 0.0 0.0 0.0 0.001
C 2.30824 3.18330 1.62315 0.0 0.0 0.0 -0.019
H -0.92982 4.15807 1.80184 0.0 0.0 0.0 -0.001
H -1.19552 2.18961 0.38237 0.0 0.0 0.0 0.011
H 3.03969 1.50037 0.56945 0.0 0.0 0.0 -0.013
H 3.29008 3.48097 1.97102 0.0 0.0 0.0 -0.002